ORCA calculation (wB97M-V/def2-TZVPD) on a cluster of 5 separate species, C43H71F9I2N2O8S in total at a distorted geometry.

The orbital gap is 8.47 eV. The value obtained for the LUMO energy is -0.64 eV. For the strongest force on any atom, the calculation gives 1.32 eV Å⁻¹. For the HOMO energy, the calculation gives -9.1 eV. The value obtained for the electronic energy is -116592.67455 eV.

Each line ends with the Mulliken charge.
Atoms and positions in Å:
C 5.712 -1.610 3.668  -1.3108
C 5.572 -1.609 2.146  -0.2920
C 4.264 -2.220 1.670  -1.1609
C 2.995 -1.385 1.958  0.2322
C 3.211 0.098 2.269  -0.4230
C 3.601 0.933 1.016  -2.0331
C 2.645 2.074 0.764  0.7871
C 1.860 2.147 -0.409  -0.0713
C 1.982 1.105 -1.455  -1.7287
I 0.701 -0.542 -1.327  0.1335
C 2.852 1.180 -2.456  0.3122
C 3.054 0.169 -3.539  -1.3045
I 4.148 2.843 -2.603  -0.0193
C 0.939 3.178 -0.614  -0.1525
C 0.758 4.218 0.299  0.1616
C -0.244 5.312 0.068  -1.7295
C -1.465 5.051 0.970  -1.1591
C -2.061 3.653 0.725  -0.1497
C -3.588 3.622 0.733  -1.5649
C -4.233 3.793 -0.650  1.1320
F -5.298 4.620 -0.600  -0.3297
F -3.347 4.391 -1.511  -0.3227
C -4.567 2.450 -1.356  0.2560
F -3.554 1.610 -1.090  -0.0972
F -4.609 2.609 -2.683  -0.3293
S -6.199 1.634 -0.823  1.4089
F -6.274 0.823 -2.181  -0.3029
F -5.388 0.432 -0.175  -0.3092
F -6.147 2.387 0.566  -0.3059
F -7.011 2.810 -1.471  -0.3113
F -7.546 0.964 -0.366  -0.2995
C 1.584 4.184 1.428  0.9181
C 2.484 3.141 1.658  1.0801
C 3.177 3.424 2.939  0.2372
O 3.880 2.741 3.609  -0.5863
N 2.819 4.775 3.344  0.0440
N 4.019 5.563 3.252  0.3153
C 4.286 6.273 4.498  0.5623
C 5.673 6.063 4.994  -1.1790
O 3.481 6.929 5.055  -0.4762
C 4.108 6.406 2.069  0.6093
C 4.748 5.754 0.877  -0.9978
O 3.743 7.536 2.052  -0.4775
C 1.693 5.166 2.527  -0.3411
O 1.015 6.110 2.776  -0.5421
H 6.152 -2.532 4.033  0.3942
H 4.752 -1.447 4.148  0.3122
H 6.342 -0.783 3.988  0.3248
H 5.717 -0.612 1.737  0.0738
H 6.394 -2.200 1.742  0.4813
H 4.291 -2.434 0.605  0.4204
H 4.158 -3.173 2.187  0.4762
H 2.330 -1.421 1.097  -0.4472
H 2.413 -1.809 2.771  0.2525
H 3.921 0.271 3.064  0.3821
H 2.261 0.480 2.637  0.5453
H 3.601 0.301 0.138  0.7658
H 4.592 1.358 1.164  0.6129
H 2.130 -0.298 -3.857  0.2842
H 3.503 0.637 -4.409  0.4742
H 3.771 -0.578 -3.202  0.2612
H 0.331 3.183 -1.509  0.6254
H 0.198 6.263 0.344  0.4964
H -0.592 5.313 -0.962  0.5931
H -2.206 5.842 0.887  0.6453
H -1.101 5.099 1.990  0.6124
H -1.640 3.187 -0.159  0.3286
H -1.760 3.030 1.565  0.3673
H -3.990 4.436 1.325  0.6788
H -3.897 2.659 1.125  0.2360
H 5.796 5.027 5.300  0.2465
H 5.845 6.720 5.836  0.3850
H 6.398 6.265 4.208  0.3122
H 4.014 5.229 0.270  0.0275
H 5.501 5.038 1.190  0.3568
H 5.239 6.527 0.297  0.4537
C -1.262 -4.126 0.723  -0.8528
C 0.094 -4.088 1.410  -0.4244
O 0.166 -3.180 2.495  -0.0048
C -0.721 -3.429 3.570  -0.0677
C -0.533 -4.784 4.231  -1.6198
H -1.533 -3.131 0.363  0.0038
H -1.237 -4.812 -0.124  0.4459
H -2.052 -4.460 1.396  0.2753
H 0.846 -3.754 0.693  0.3765
H 0.397 -5.089 1.734  0.3277
H -1.762 -3.301 3.247  0.2921
H -0.520 -2.642 4.298  0.2126
H -0.733 -5.608 3.544  0.3099
H -1.214 -4.885 5.077  0.4271
H 0.490 -4.892 4.592  0.3068
C -2.058 -7.481 -4.279  -1.0367
C -2.581 -8.013 -2.955  -0.3352
O -2.883 -7.007 -2.007  -0.4204
C -3.871 -6.066 -2.387  -0.1866
C -5.229 -6.676 -2.689  -1.1458
H -1.166 -6.874 -4.120  0.2712
H -1.803 -8.309 -4.941  0.3984
H -2.795 -6.862 -4.792  0.2599
H -1.815 -8.631 -2.486  0.3346
H -3.450 -8.661 -3.117  0.3127
H -3.520 -5.466 -3.234  0.3052
H -3.962 -5.384 -1.541  0.2681
H -5.192 -7.361 -3.537  0.2788
H -5.948 -5.891 -2.926  0.3887
H -5.595 -7.235 -1.826  0.3119
C -1.683 -0.475 -6.271  -1.1403
C -0.215 -0.139 -6.473  -0.1630
O 0.630 -1.272 -6.562  -0.3852
C 0.360 -2.172 -7.622  -0.3571
C 0.463 -1.550 -9.005  -1.0419
H -1.814 -1.082 -5.374  0.2882
H -2.265 0.441 -6.162  0.3945
H -2.095 -1.032 -7.113  0.2999
H 0.145 0.424 -5.610  0.2191
H -0.083 0.509 -7.346  0.2969
H -0.619 -2.644 -7.484  0.3047
H 1.104 -2.963 -7.524  0.3260
H -0.270 -0.757 -9.154  0.2711
H 0.292 -2.309 -9.769  0.3881
H 1.454 -1.121 -9.156  0.2903
C -2.992 -0.564 1.407  -0.6919
C -1.745 -0.186 2.187  1.2772
O -1.985 0.724 3.248  -0.3693
C -2.871 0.278 4.257  -0.4270
C -2.412 -0.985 4.967  -0.7770
H -3.463 0.329 1.015  -0.2397
H -2.733 -1.220 0.574  0.4155
H -3.728 -1.085 2.023  0.3774
H -1.044 0.322 1.523  -0.2502
H -1.231 -1.077 2.556  -0.4759
H -3.881 0.146 3.851  0.2685
H -2.928 1.096 4.975  0.3913
H -2.348 -1.837 4.287  -0.0953
H -3.113 -1.245 5.761  0.4721
H -1.425 -0.836 5.408  0.2577

Atoms 1-6, force components in eV/Å:
-0.0289 0.5344 -0.1244
0.2764 -0.3415 -0.0416
-0.3935 0.1739 0.1741
0.1769 0.3332 0.2411
-0.3881 0.0230 -0.5761
-0.3325 0.3117 0.6011

***

ORCA calculation (wB97M-V/def2-TZVPD) on a structure of composition C39H47AsAuN2O3P3S.

The orbital gap is 6.83 eV. The value obtained for the LUMO energy is -5.93 eV. For the strongest force on any atom, the calculation gives 0.67 eV Å⁻¹. For the HOMO energy, the calculation gives -12.8 eV. As for the charge: +2. The value obtained for the electronic energy is -153550.29586 eV. The value obtained for the energy relative to the best compared isomer or geometry (same formula, charge and spin) is 6.6 kcal/mol.

Each line ends with the Mulliken charge.
Atoms and positions in Å:
Au 0.178 1.186 -0.733  2.9100
C -3.093 2.488 0.483  -0.8497
P -3.202 1.499 -1.010  0.9207
C -3.679 2.637 -2.317  -1.2100
C -4.552 0.331 -0.862  -1.1763
O -1.908 0.755 -1.296  -0.3310
H -4.012 3.057 0.634  0.5049
H -2.257 3.183 0.386  0.2798
H -2.912 1.856 1.352  0.0209
H -4.662 3.056 -2.093  0.5415
H -3.744 2.109 -3.270  0.3273
H -2.952 3.444 -2.375  0.2032
H -5.458 0.827 -0.512  0.4359
H -4.269 -0.451 -0.160  0.1167
H -4.748 -0.122 -1.834  0.4392
C 0.681 -0.251 2.328  -1.1329
P 0.834 -0.646 0.574  -1.2051
C -0.061 -2.174 0.231  1.1509
C 0.405 -3.338 0.850  -0.5180
C -0.244 -4.541 0.649  -0.9809
C -1.376 -4.591 -0.158  -0.7515
C -1.856 -3.434 -0.751  -0.7979
C -1.203 -2.222 -0.559  0.1493
C 2.569 -1.078 0.287  1.0789
C 2.901 -2.114 -0.588  -0.5434
C 4.228 -2.450 -0.803  -0.9871
C 5.241 -1.756 -0.157  -0.7352
C 4.920 -0.726 0.716  -0.9457
C 3.595 -0.392 0.939  -0.5793
P -0.946 0.415 2.954  0.4977
C -2.015 -1.070 2.858  0.1817
C -3.304 -0.929 2.354  -0.3774
C -4.181 -2.005 2.323  -0.6905
C -3.767 -3.242 2.790  -0.7133
C -2.486 -3.394 3.307  -0.7274
C -1.623 -2.313 3.353  -0.1077
C -0.558 0.413 4.745  0.7594
C -1.616 0.224 5.636  -0.7060
C -1.405 0.294 7.004  -0.7171
C -0.137 0.560 7.502  -0.5453
C 0.916 0.764 6.624  -0.6741
C 0.707 0.697 5.254  -0.4050
H 1.432 0.524 2.506  0.2760
H 1.008 -1.131 2.893  0.9661
H 1.285 -3.310 1.483  0.5333
H 0.127 -5.439 1.125  0.5032
H -1.886 -5.532 -0.315  0.4425
H -2.748 -3.470 -1.362  0.4782
H -1.599 -1.322 -1.012  0.2126
H 2.129 -2.660 -1.112  0.6928
H 4.469 -3.262 -1.477  0.4906
H 6.276 -2.016 -0.330  0.4527
H 5.703 -0.181 1.226  0.4969
H 3.384 0.411 1.633  0.1353
H -3.643 0.050 2.035  0.7306
H -5.195 -1.875 1.966  0.5162
H -4.447 -4.084 2.776  0.4336
H -2.170 -4.354 3.695  0.4834
H -0.641 -2.432 3.800  0.4369
H -2.611 0.009 5.265  0.3519
H -2.234 0.139 7.681  0.4181
H 0.028 0.610 8.570  0.3977
H 1.906 0.978 7.004  0.4182
H 1.551 0.874 4.598  0.2788
C -0.860 4.406 -4.815  -1.1721
As -0.028 2.867 -4.019  0.8338
C 1.742 2.768 -4.779  -1.1619
C -1.043 1.305 -4.517  -0.6061
S -0.005 3.318 -1.899  -0.4949
H -0.789 4.317 -5.899  0.4412
H -0.335 5.300 -4.484  0.4289
H -1.904 4.458 -4.517  0.3639
H 1.974 1.736 -5.033  0.2869
H 2.464 3.148 -4.060  0.3735
H 1.758 3.385 -5.675  0.5458
H -0.367 0.583 -4.966  0.4186
H -1.797 1.604 -5.244  0.5532
H -1.509 0.889 -3.627  -0.2449
N 6.095 0.134 -3.390  -0.5106
C 5.005 -0.220 -3.466  -0.2372
C 3.636 -0.644 -3.533  0.0097
C 3.265 -1.830 -4.157  -0.4008
C 1.930 -2.196 -4.128  -1.3092
C 1.024 -1.363 -3.491  -0.2265
N 1.368 -0.205 -2.918  0.3905
C 2.654 0.138 -2.930  -0.1339
H 4.008 -2.451 -4.638  0.5909
H 1.594 -3.116 -4.586  0.4830
H -0.025 -1.635 -3.433  0.5327
H 2.929 1.056 -2.425  0.5473
C 2.349 3.836 1.578  -0.8020
O 1.368 2.927 0.987  -0.0846
C 1.820 2.170 0.012  -0.2457
O 2.924 2.092 -0.411  -0.3578
H 1.841 4.277 2.427  0.2717
H 2.620 4.590 0.843  0.3206
H 3.226 3.274 1.888  0.3398

Atoms 1-6, force components in eV/Å:
-0.0819 0.6646 0.0000
-0.0996 -0.0502 -0.0727
-0.3119 0.3564 0.2913
0.0116 -0.0917 -0.0062
0.0593 -0.0250 0.0069
0.3236 -0.3571 -0.3488

***

ORCA calculation (wB97M-V/def2-TZVPD) on a structure of composition C3H8F14N2O5P2RbS2 at a distorted geometry.

The orbital gap is 4.84 eV. The value obtained for the LUMO energy is -0.73 eV. For the strongest force on any atom, the calculation gives 4.04 eV Å⁻¹. For the HOMO energy, the calculation gives -5.6 eV. As for the charge: -1. The value obtained for the electronic energy is -95419.59231 eV. The value obtained for the energy relative to the best compared isomer or geometry (same formula, charge and spin) is 0.0 kcal/mol.

Each line ends with the Mulliken charge.
Atoms and positions in Å:
Rb 0.237 -1.250 0.078  0.9079
C 3.684 2.118 1.747  -1.1217
C 3.388 0.708 1.320  0.3578
O 2.361 0.164 1.500  -0.2817
N 4.452 -0.030 0.498  -0.0901
H 5.110 -0.391 1.197  0.3815
H 4.012 -0.860 0.086  0.3903
C 5.102 0.839 -0.543  -0.8727
H 4.658 2.230 2.228  0.4400
H 2.928 2.405 2.473  0.3414
H 3.577 2.744 0.860  0.3516
H 5.605 1.679 -0.080  0.3685
H 4.368 1.204 -1.258  0.3735
H 5.774 0.180 -1.088  0.3655
P -1.043 -2.111 -3.306  1.2658
F -1.452 -3.495 -4.011  -0.3824
F -2.193 -1.337 -4.093  -0.3498
F -1.960 -2.491 -2.032  -0.3183
F -0.686 -0.711 -2.531  -0.3726
F 0.186 -2.908 -2.550  -0.3982
F 0.014 -1.736 -4.501  -0.4008
P -0.867 2.215 1.319  1.1421
F -2.468 1.943 1.426  -0.3651
F -0.890 1.290 -0.042  -0.3777
F -1.161 3.497 0.387  -0.3810
F 0.750 2.444 1.288  -0.3029
F -0.949 3.065 2.680  -0.3875
F -0.648 0.807 2.107  -0.3603
N -5.207 -0.916 1.089  -0.3311
S -5.471 -1.150 -0.413  1.0820
O -5.400 -2.525 -0.847  -0.5843
O -5.034 -0.071 -1.266  -0.5720
F -7.048 -0.822 -0.363  -0.3271
S -3.754 -1.612 1.392  0.9214
O -2.592 -1.107 0.690  -0.1795
O -3.743 -3.023 1.696  -0.6294
F -3.643 -0.988 2.865  -0.3031

Atoms 1-6, force components in eV/Å:
-1.3243 -0.0021 -0.2935
0.3474 -0.4557 0.1357
-1.3876 1.1995 0.6378
0.4732 -0.8705 -0.1760
-0.0117 0.3255 0.2118
0.2886 0.1475 -0.3168

***

ORCA calculation (wB97M-V/def2-TZVPD) on a cluster of 8 separate species, C16H53N4O7 in total at a distorted geometry.

The orbital gap is 9.47 eV. The value obtained for the LUMO energy is -1.87 eV. For the strongest force on any atom, the calculation gives 12.97 eV Å⁻¹. For the HOMO energy, the calculation gives -11.3 eV. As for the charge: +1. The value obtained for the electronic energy is -37724.71477 eV. The value obtained for the energy relative to the best compared isomer or geometry (same formula, charge and spin) is 54.7 kcal/mol.

Each line ends with the Mulliken charge.
Atoms and positions in Å:
N -0.490 -0.089 0.377  0.4203
H 0.342 -0.521 0.715  0.2467
H -1.076 -0.596 0.854  -0.0083
H -0.714 -0.159 -0.580  -0.0657
H -0.409 0.730 0.585  0.1878
C 3.303 -2.542 -0.497  -1.3425
C 3.486 -3.828 0.110  0.6675
C 2.758 -5.053 -0.575  -1.3732
O 1.420 -5.084 -0.449  -0.4140
C 0.660 -6.103 -1.035  -0.8524
N 4.889 -4.237 0.174  -0.7111
H 3.699 -1.680 0.003  0.5615
H 2.297 -2.473 -0.395  0.1184
H 3.515 -2.784 -1.523  0.3145
H 2.970 -3.807 1.068  0.2120
H 3.105 -5.877 -0.146  0.5857
H 3.116 -5.204 -1.578  0.5364
H -0.463 -5.854 -0.807  0.1801
H 0.988 -7.138 -0.848  0.3073
H 0.847 -5.776 -2.020  0.4322
H 5.367 -3.432 -0.060  0.3276
H 5.030 -4.899 -0.672  0.2820
C 2.416 4.403 -0.560  -1.2987
C 2.569 3.365 0.526  1.2494
C 3.122 1.966 0.025  -0.7766
O 2.067 1.440 -0.689  0.0074
C 2.319 1.086 -2.102  -0.8445
N 3.458 3.801 1.587  -0.7564
H 2.071 5.289 -0.042  0.4688
H 1.577 4.078 -1.369  0.1205
H 3.338 4.742 -1.113  0.3474
H 1.689 2.905 1.077  -0.4534
H 3.230 1.222 0.926  0.1816
H 4.005 2.409 -0.621  0.3760
H 1.513 0.856 -2.790  0.2900
H 3.248 0.417 -2.154  0.2577
H 2.630 2.214 -2.380  0.3072
H 3.208 4.679 2.093  0.2833
H 4.321 4.095 1.149  0.2753
C -4.460 2.621 -0.801  -1.0041
C -3.450 3.686 -1.396  0.1416
C -2.004 3.205 -1.130  -1.1533
O -1.839 2.633 0.156  0.2203
C -1.516 3.527 1.189  -1.2366
N -3.745 3.764 -2.761  -0.6693
H -4.060 2.648 0.182  0.1241
H -4.303 1.609 -1.206  0.2738
H -5.587 3.053 -0.729  0.3325
H -3.572 4.586 -0.916  0.4573
H -1.463 4.165 -1.401  0.3068
H -1.850 2.468 -1.797  0.6761
H -1.314 3.257 2.093  0.5525
H -2.211 4.338 1.366  0.4140
H -0.498 4.011 0.967  0.1660
H -4.540 4.252 -2.741  0.2607
H -3.118 4.353 -3.309  0.2358
C -3.917 0.203 2.199  -0.5565
O -3.533 -0.961 1.420  -0.4775
H -4.686 0.534 1.769  0.5837
H -3.184 1.077 2.071  -0.0441
H -4.068 -0.071 3.401  0.2287
H -4.209 -1.757 1.584  0.2951
C -0.955 0.255 4.290  -0.7441
O -0.172 0.811 3.193  -0.3150
H -0.183 -0.206 5.145  0.2786
H -1.423 -0.617 4.032  0.2053
H -1.861 0.815 4.555  0.3528
H 0.370 1.482 3.528  0.2406
C -1.865 -1.924 -2.959  -0.6318
O -0.442 -1.905 -2.860  -0.3458
H -2.597 -2.528 -2.234  0.1683
H -2.301 -2.377 -3.784  0.3929
H -2.127 -0.759 -3.101  0.2217
H -0.182 -1.716 -3.634  0.2051
C -1.031 -3.478 1.528  -0.8302
O -0.055 -3.061 0.525  -0.1094
H -0.858 -4.449 1.974  0.3001
H -1.757 -3.411 0.932  0.5166
H -1.094 -2.774 2.351  0.0595
H 0.236 -3.919 0.045  0.2590

Atoms 1-6, force components in eV/Å:
2.9230 -8.3102 -4.5140
1.7223 -0.7879 -0.8986
-5.4014 -2.9047 3.5639
0.3563 -0.6749 -1.6872
0.3319 12.4861 3.4946
0.4137 -0.0194 -1.4444